Entry 1:
The following is a DFT calculation (ωB97M-V/def2-TZVPD) of C10H30AgCuNO8S5 as an isolated structure.

Lowest unoccupied orbital energy (alpha / beta) ... -7.44 / -10.20 eV
Highest occupied orbital energy (alpha / beta) ... -13.18 / -13.18 eV
Strongest force on any atom ... 0.08525 hartree/bohr
E ... -4833.0815 hartree

The geometry in ORCA input format:
```
! RIJCOSX wB97M-V def2-TZVPD def2/J DEFGRID3
* xyz 2 2
Cu -11.290 -26.474 8.684
Ag -4.906 -28.105 7.898
N -7.754 -26.705 7.835
O -7.189 -26.258 6.892
O -7.140 -27.479 8.544
O -8.925 -26.303 8.084
C -8.227 -26.776 11.907
S -8.196 -25.482 13.242
O -9.445 -25.867 14.065
C -6.738 -26.063 14.114
H -7.343 -26.695 11.275
H -9.135 -26.735 11.306
H -8.156 -27.710 12.466
H -6.478 -25.323 14.871
H -5.880 -26.044 13.441
H -6.780 -27.017 14.639
C -7.863 -25.376 3.785
S -9.432 -25.880 2.909
O -8.996 -27.133 2.119
C -10.254 -26.658 4.385
H -7.352 -24.607 3.205
H -7.242 -26.231 4.051
H -8.129 -24.915 4.736
H -11.269 -26.836 4.030
H -10.149 -26.135 5.336
H -9.813 -27.629 4.609
C -8.867 -30.026 6.765
S -9.700 -29.808 8.418
O -10.456 -28.507 8.330
C -10.988 -31.177 8.278
H -9.572 -29.993 5.935
H -8.430 -31.024 6.786
H -8.195 -29.183 6.600
H -11.602 -31.009 7.393
H -11.583 -31.230 9.190
H -10.575 -32.181 8.177
C -8.504 -22.895 7.950
S -6.754 -22.758 8.555
O -6.256 -21.348 8.318
C -7.176 -22.888 10.346
H -8.956 -23.751 8.451
H -8.544 -23.010 6.867
H -9.004 -22.016 8.357
H -7.999 -22.223 10.609
H -6.267 -22.633 10.890
H -7.519 -23.907 10.525
C -13.126 -24.478 5.713
S -11.985 -23.522 6.798
O -11.103 -24.570 7.477
C -10.937 -22.696 5.498
H -13.902 -25.029 6.244
H -12.544 -25.211 5.154
H -13.538 -23.744 5.021
H -11.684 -22.133 4.939
H -10.416 -23.360 4.809
H -10.238 -21.982 5.933
*
```



Entry 2:
The following is a DFT calculation (ωB97M-V/def2-TZVPD) of C37H29KOPS4 as an isolated structure.

Energy relative to the best compared isomer or geometry (same formula, charge and spin) ... 0.00 kJ/mol
Lowest unoccupied orbital energy ... 2.33 eV
Highest occupied orbital energy ... -3.96 eV
Strongest force on any atom ... 0.01029 hartree/bohr
E ... -4036.7220 hartree

The geometry in ORCA input format:
```
! RIJCOSX wB97M-V def2-TZVPD def2/J DEFGRID3
* xyz -1 1
K 0.165 1.268 0.702
O 2.465 0.508 0.775
C 3.306 0.994 -0.164
C 3.421 0.004 -1.335
C 2.448 -0.851 -1.754
C 2.800 -1.574 -2.923
C 4.043 -1.251 -3.375
S 4.816 -0.125 -2.339
C 4.700 1.234 0.404
C 5.696 2.083 0.021
C 6.881 1.919 0.790
C 6.745 0.954 1.739
S 5.187 0.237 1.709
C 2.775 2.349 -0.722
C 2.375 3.427 0.017
C 1.827 4.478 -0.764
C 1.822 4.182 -2.093
S 2.479 2.628 -2.393
H 1.498 -0.963 -1.242
H 2.147 -2.286 -3.406
H 4.562 -1.650 -4.231
H 5.579 2.804 -0.776
H 7.779 2.505 0.651
H 7.474 0.645 2.471
H 2.473 3.449 1.094
H 1.440 5.399 -0.353
H 1.451 4.785 -2.905
C -5.470 -3.005 2.389
C -4.866 -3.655 1.320
C -3.617 -3.250 0.882
C -2.954 -2.197 1.513
C -3.575 -1.538 2.569
C -4.826 -1.946 3.010
P -1.309 -1.607 0.991
C -0.147 -2.935 1.457
C 1.201 -2.581 1.354
C 2.186 -3.520 1.615
C 1.839 -4.808 2.005
C 0.503 -5.152 2.135
C -0.489 -4.220 1.857
C -1.397 -1.839 -0.830
C -2.096 -0.862 -1.542
C -2.172 -0.928 -2.924
C -1.543 -1.957 -3.610
C -0.838 -2.925 -2.908
C -0.762 -2.867 -1.524
H -6.451 -3.316 2.725
H -5.374 -4.471 0.821
H -3.153 -3.744 0.037
H -3.093 -0.678 3.019
H -5.308 -1.419 3.823
H 1.508 -1.574 1.073
H 3.225 -3.233 1.520
H 2.609 -5.540 2.216
H 0.226 -6.151 2.450
H -1.531 -4.498 1.957
H -2.569 -0.043 -1.005
H -2.713 -0.163 -3.466
H -1.593 -1.998 -4.691
H -0.341 -3.726 -3.441
H -0.198 -3.616 -0.985
S -2.805 1.967 1.061
C -3.254 3.614 0.675
C -4.108 4.350 1.507
C -4.464 5.654 1.211
C -3.981 6.280 0.069
C -3.134 5.568 -0.770
C -2.780 4.263 -0.474
H -4.488 3.870 2.401
H -5.127 6.190 1.882
H -4.259 7.301 -0.162
H -2.744 6.035 -1.668
H -2.119 3.718 -1.138
*
```



Entry 3:
The following is a DFT calculation (ωB97M-V/def2-TZVPD) of one molecule with the formula C9H15Cl2NSi.

Lowest unoccupied orbital energy ... -2.54 eV
Highest occupied orbital energy ... -8.35 eV
Strongest force on any atom ... 0.09945 hartree/bohr
E ... -1616.3072 hartree

The geometry in ORCA input format:
```
! RIJCOSX wB97M-V def2-TZVPD def2/J DEFGRID3
* xyz 0 1
C 2.758 -0.172 0.333
C 1.610 1.775 -0.529
C 2.621 1.194 -0.018
C 2.295 -1.255 -0.326
C 1.514 -1.194 -1.615
C -1.344 -0.641 2.773
C -2.627 0.644 -2.012
C -0.481 0.052 1.783
C -2.047 0.921 -0.635
N 0.233 -0.649 -1.465
Si -0.760 -0.427 -0.090
Cl 4.043 2.190 0.496
Cl 2.606 -2.776 0.348
H 3.511 -0.415 1.163
H 1.478 2.539 -1.196
H 2.146 -0.741 -2.372
H 1.477 -2.144 -2.094
H -1.210 -1.758 2.772
H -1.371 -0.458 3.812
H -2.447 -0.569 2.663
H -3.276 -0.080 -2.238
H -3.183 1.511 -2.337
H -1.859 0.606 -2.799
H 0.541 -0.117 2.108
H -0.720 1.103 2.030
H -2.874 0.941 0.123
H -1.471 1.798 -0.557
H -1.164 -1.877 -0.119
*
```



Entry 4:
The following is a DFT calculation (ωB97M-V/def2-TZVPD) of a 2-piece molecular cluster, C2H4N2O overall.

Energy relative to the best compared isomer or geometry (same formula, charge and spin) ... 373.37 kJ/mol
Lowest unoccupied orbital energy ... -0.19 eV
Highest occupied orbital energy ... -9.42 eV
Strongest force on any atom ... 0.08308 hartree/bohr
E ... -263.2211 hartree
Structure (SMILES) ... CN=O.C#N

The geometry in ORCA input format:
```
! RIJCOSX wB97M-V def2-TZVPD def2/J DEFGRID3
* xyz 0 1
C 1.568 -0.493 -0.223
N 0.760 0.559 0.334
O 0.508 1.547 -0.358
H 2.480 -0.411 0.360
H 1.196 -1.472 0.305
H 1.577 -0.337 -1.232
C -2.723 0.221 0.301
N -3.016 -0.622 -0.380
H -2.349 1.009 0.892
*
```



Entry 5:
The following is a DFT calculation (ωB97M-V/def2-TZVPD) of a 2-piece molecular cluster, C3H9NO2 overall.

Energy relative to the best compared isomer or geometry (same formula, charge and spin) ... 91.82 kJ/mol
Lowest unoccupied orbital energy ... 0.69 eV
Highest occupied orbital energy ... -10.12 eV
Strongest force on any atom ... 0.04528 hartree/bohr
E ... -324.9376 hartree
Structure (SMILES) ... CNC(C)=O.O

The geometry in ORCA input format:
```
! RIJCOSX wB97M-V def2-TZVPD def2/J DEFGRID3
* xyz 0 1
C -1.608 -1.527 0.829
N -0.648 -0.440 1.145
C 0.130 0.041 0.062
C 1.103 -0.951 -0.511
O 0.281 1.236 -0.064
H -1.826 -2.066 1.744
H -1.207 -2.219 0.101
H -2.524 -1.152 0.377
H -1.230 0.364 1.376
H 0.772 -1.973 -0.362
H 1.393 -0.762 -1.538
H 2.017 -0.863 0.066
O 1.293 3.555 -1.418
H 0.574 3.976 -0.935
H 1.478 2.779 -0.872
*
```



Entry 6:
The following is a DFT calculation (ωB97M-V/def2-TZVPD) of one molecule with the formula C23H24N4O4.

Energy relative to the best compared isomer or geometry (same formula, charge and spin) ... 140.61 kJ/mol
Lowest unoccupied orbital energy ... 0.58 eV
Highest occupied orbital energy ... -8.03 eV
Strongest force on any atom ... 0.02828 hartree/bohr
E ... -1410.8982 hartree
Structure (SMILES) ... COCCCn1c(-c2ccc(OC)cc2)nc2c1c(=O)[nH]c(=O)n2Cc1ccccc1

The geometry in ORCA input format:
```
! RIJCOSX wB97M-V def2-TZVPD def2/J DEFGRID3
* xyz 0 1
C -4.363 -4.627 -1.556
O -3.159 -4.078 -1.092
C -3.279 -3.470 0.171
C -1.910 -2.972 0.617
C -1.329 -1.985 -0.401
N -0.226 -1.240 0.147
C -0.172 0.065 0.514
C -1.274 1.012 0.482
C -1.005 2.322 0.090
C -2.003 3.276 0.045
C -3.305 2.937 0.404
O -4.364 3.786 0.394
C -4.157 5.122 0.001
C -3.574 1.632 0.823
C -2.577 0.684 0.864
N 1.047 0.431 0.895
C 1.806 -0.673 0.781
C 1.046 -1.741 0.318
C 1.613 -3.038 0.110
O 1.074 -4.057 -0.271
N 2.973 -3.017 0.425
C 3.771 -1.981 0.877
O 4.951 -2.144 1.092
N 3.131 -0.781 1.076
C 3.880 0.391 1.507
C 4.187 1.275 0.327
C 3.400 2.385 0.053
C 3.664 3.167 -1.058
C 4.712 2.844 -1.903
C 5.496 1.734 -1.636
C 5.234 0.951 -0.526
H -4.149 -5.069 -2.526
H -5.138 -3.856 -1.666
H -4.737 -5.403 -0.875
H -3.669 -4.192 0.906
H -3.993 -2.629 0.114
H -1.230 -3.819 0.704
H -2.008 -2.496 1.595
H -2.090 -1.276 -0.734
H -0.974 -2.555 -1.263
H 0.005 2.579 -0.188
H -1.756 4.277 -0.270
H -3.798 5.187 -1.030
H -5.131 5.604 0.074
H -3.452 5.631 0.666
H -4.583 1.390 1.120
H -2.807 -0.304 1.230
H 3.464 -3.896 0.300
H 4.799 0.025 1.970
H 3.265 0.923 2.236
H 2.578 2.624 0.710
H 3.050 4.032 -1.265
H 4.917 3.456 -2.769
H 6.313 1.479 -2.295
H 5.839 0.081 -0.316
*
```